Record 1
{
  "formula": "C51H49IrN2O4S2Si",
  "method": "wB97M-V/def2-TZVPD",
  "homo_ev": [-11.84, -12.47],
  "lumo_energy_ev": [-4.91, -7.25],
  "homo_lumo_gap_ha": [0.254, 0.192],
  "charge": 2,
  "multiplicity": 5,
  "s_squared": 6.06,
  "symbols": ["Ir", "C", "Si", "C", "C", "N", "C", "C", "C", "C", "C", "C", "O", "C", "C", "C", "C", "C", "C", "H", "H", "H", "H", "H", "H", "H", "H", "H", "H", "H", "H", "H", "H", "H", "H", "H", "H", "C", "C", "C", "C", "C", "C", "C", "S", "O", "C", "C", "C", "C", "C", "C", "C", "C", "C", "C", "C", "C", "C", "C", "C", "C", "C", "C", "C", "C", "S", "O", "C", "C", "C", "C", "C", "C", "C", "H", "H", "H", "H", "H", "H", "H", "H", "H", "H", "H", "H", "H", "H", "H", "H", "H", "H", "H", "H", "H", "H", "H", "H", "H", "H", "C", "C", "N", "O", "H", "H", "H", "H", "H"],
  "positions_angstrom": [[-0.4273, 0.4343, 0.8258], [-0.8457, 1.6775, 5.5766], [-0.0986, 1.5417, 3.8917], [1.7782, 1.6454, 3.9708], [-0.6873, 2.9478, 2.8240], [-0.6026, 0.0697, 2.9707], [-0.9853, -1.1356, 3.3916], [-0.9616, -1.5464, 4.7689], [-1.3833, -2.7859, 5.1466], [-1.8633, -3.6913, 4.1790], [-1.8986, -3.3563, 2.8328], [-1.4505, -2.1143, 2.4375], [-1.4063, -1.7286, 1.1355], [-2.1988, -2.4141, 0.1735], [-1.5732, -3.2598, -0.7108], [-2.3510, -3.8596, -1.6966], [-3.7140, -3.6043, -1.7655], [-4.3130, -2.7442, -0.8502], [-3.5480, -2.1328, 0.1329], [-0.8400, 2.7409, 5.8353], [-0.2613, 1.1541, 6.3375], [-1.8803, 1.3295, 5.6361], [2.0665, 2.1492, 4.9009], [2.2844, 3.2441, 2.9255], [2.2368, 0.6550, 4.0127], [-0.2096, 3.8775, 3.1485], [-1.7694, 3.0925, 2.8928], [-0.4296, 2.8315, 1.7634], [-0.5843, -0.8566, 5.5086], [-1.3475, -3.0751, 6.1886], [-2.2002, -4.6737, 4.4846], [-2.2504, -4.0647, 2.0953], [-0.5074, -3.4274, -0.6388], [-1.8835, -4.5250, -2.4108], [-4.3134, -4.0747, -2.5336], [-5.3759, -2.5464, -0.9016], [-3.9906, -1.4509, 0.8500], [-2.9984, 0.8292, -7.0686], [-2.3796, 0.6023, -5.7142], [-1.0031, 0.4084, -5.5811], [-0.4202, 0.1696, -4.3472], [-1.2505, 0.1408, -3.2367], [-2.6243, 0.3129, -3.3246], [-3.1785, 0.5498, -4.5724], [-0.4861, -0.1669, -1.6651], [0.5930, -1.1520, -1.8759], [0.1385, 1.4862, -1.2408], [-0.8521, 2.5286, -1.2649], [-0.4857, 3.8132, -1.0638], [0.8728, 4.1474, -0.7944], [1.2542, 5.4817, -0.5354], [2.5576, 5.7905, -0.2671], [3.5401, 4.7747, -0.2360], [3.2030, 3.4789, -0.4944], [1.8574, 3.1279, -0.7914], [1.4914, 1.7822, -1.0937], [2.5888, 0.7839, -1.2733], [3.3780, 0.8798, -2.4626], [3.0489, 1.7746, -3.5173], [3.8118, 1.8281, -4.6465], [4.9510, 0.9994, -4.7867], [5.2845, 0.1287, -3.7944], [4.5036, 0.0415, -2.6135], [4.8337, -0.8694, -1.5775], [4.0602, -0.9698, -0.4652], [2.9135, -0.1487, -0.3329], [1.9473, -0.3301, 1.1444], [2.3431, 2.2898, 2.8164], [1.8214, -2.0975, 1.3603], [1.7055, -3.0129, 0.3224], [1.5948, -4.3631, 0.6213], [1.5840, -4.8294, 1.9359], [1.4361, -6.2996, 2.2342], [1.7227, -3.8950, 2.9579], [1.8581, -2.5425, 2.6759], [-2.2571, 1.1511, -7.7981], [-3.7857, 1.5815, -7.0222], [-3.4497, -0.0934, -7.4394], [-0.3749, 0.4404, -6.4633], [0.6458, 0.0025, -4.2475], [-3.2512, 0.2490, -2.4413], [-4.2497, 0.6860, -4.6654], [-1.8878, 2.2687, -1.4308], [-1.2260, 4.6038, -1.0884], [0.4964, 6.2562, -0.5529], [2.8421, 6.8175, -0.0757], [4.5668, 5.0281, -0.0056], [3.9615, 2.7074, -0.4609], [2.1789, 2.4168, -3.4312], [3.5446, 2.5112, -5.4436], [5.5546, 1.0611, -5.6828], [6.1502, -0.5152, -3.8938], [5.7160, -1.4894, -1.6825], [4.3115, -1.6735, 0.3179], [1.6947, -2.6776, -0.7079], [1.5178, -5.0750, -0.1937], [1.9078, -6.9085, 1.4639], [0.3819, -6.5841, 2.2733], [1.8835, -6.5567, 3.1933], [1.7590, -4.2292, 3.9893], [2.0187, -1.8392, 3.4855], [-4.5049, 2.5807, 1.1176], [-3.5403, 1.4903, 1.4721], [-3.7109, 0.8801, 2.6527], [-2.6242, 1.1917, 0.6901], [-5.4847, 2.4325, 1.5690], [-4.5997, 2.6401, 0.0373], [-4.0986, 3.5290, 1.4773], [-4.4663, 1.1359, 3.2656], [-3.0507, 0.1847, 2.9611]],
  "forces_ev_per_angstrom": [[0.01, -0.26, -0.17], [-0.10, -0.07, 0.23], [-0.10, -0.05, -0.23], [0.25, -0.05, -0.13], [-0.10, 0.10, -0.14], [0.00, 0.08, 0.09], [0.08, -0.10, 0.20], [0.02, 0.14, -0.23], [-0.07, -0.16, -0.13], [0.01, 0.00, 0.05], [0.03, -0.04, 0.12], [0.05, 0.07, 0.09], [0.02, 0.00, -0.02], [0.11, 0.24, 0.24], [0.02, -0.11, -0.16], [-0.02, 0.02, 0.02], [0.02, 0.03, 0.02], [0.01, -0.01, -0.01], [-0.18, 0.00, -0.06], [0.00, -0.05, 0.06], [-0.06, 0.06, 0.01], [0.06, 0.02, -0.01], [0.05, 0.04, -0.04], [0.03, 0.01, 0.01], [-0.01, -0.01, 0.06], [-0.03, -0.02, 0.03], [0.09, -0.02, 0.00], [0.02, 0.07, -0.01], [0.00, 0.04, -0.01], [-0.01, -0.02, -0.04], [0.01, 0.03, 0.00], [0.00, 0.01, 0.01], [-0.14, 0.01, -0.03], [-0.02, 0.01, 0.01], [0.01, 0.00, 0.02], [0.02, -0.02, -0.01], [0.03, -0.04, -0.02], [0.04, -0.01, 0.08], [-0.03, 0.01, -0.08], [0.07, -0.02, -0.04], [-0.14, 0.09, -0.11], [-0.21, 0.00, 0.15], [0.05, -0.03, -0.02], [-0.03, 0.00, -0.01], [0.47, -0.18, 0.26], [-0.22, 0.33, -0.14], [-0.06, 0.07, -0.35], [0.04, -0.20, -0.03], [0.09, 0.11, 0.08], [-0.05, 0.05, -0.02], [-0.08, -0.05, 0.01], [0.14, -0.03, 0.03], [-0.04, 0.14, 0.03], [-0.07, -0.11, -0.02], [0.13, 0.06, 0.05], [0.09, -0.10, 0.20], [-0.12, 0.18, -0.17], [-0.10, 0.09, -0.07], [-0.06, -0.02, 0.10], [0.13, -0.06, -0.10], [-0.12, 0.15, -0.06], [-0.01, -0.08, 0.13], [0.09, -0.06, -0.03], [0.03, 0.02, -0.07], [-0.09, 0.01, 0.02], [0.12, -0.20, 0.18], [-0.22, -0.08, 0.06], [-0.14, -0.07, 0.06], [0.15, 0.07, 0.06], [-0.02, -0.05, -0.07], [0.03, 0.03, -0.05], [0.00, -0.08, 0.02], [0.02, 0.11, -0.01], [0.02, 0.00, 0.05], [0.00, -0.06, 0.12], [0.00, 0.00, 0.03], [0.01, -0.01, 0.02], [0.01, 0.00, 0.02], [-0.02, 0.00, 0.01], [-0.02, 0.00, 0.00], [0.05, 0.00, -0.01], [0.03, 0.00, 0.00], [0.02, -0.02, -0.05], [0.02, 0.00, -0.01], [0.02, -0.02, -0.01], [0.00, -0.03, 0.00], [-0.03, 0.01, -0.02], [-0.04, 0.02, -0.03], [0.05, -0.03, 0.01], [0.03, -0.02, 0.03], [-0.03, 0.00, 0.01], [-0.02, 0.01, 0.01], [-0.02, 0.02, -0.01], [-0.01, 0.02, -0.01], [0.05, 0.00, 0.11], [0.01, 0.01, 0.02], [0.00, 0.02, 0.00], [0.00, 0.02, 0.00], [0.00, 0.02, 0.00], [0.00, 0.02, -0.04], [-0.02, 0.01, -0.03], [-0.07, -0.01, 0.03], [0.01, -0.09, -0.08], [0.04, 0.07, -0.05], [-0.07, 0.05, 0.07], [0.01, 0.02, 0.00], [-0.01, 0.00, -0.01], [0.00, -0.01, -0.01], [-0.01, 0.00, -0.01], [0.01, -0.02, -0.01]]
}

=====

Record 2
{
  "formula": "C14H29B3F3O14PS",
  "method": "wB97M-V/def2-TZVPD",
  "homo_ev": -9.77,
  "lumo_energy_ev": -0.76,
  "homo_lumo_gap_ha": 0.331,
  "multiplicity": 1,
  "symbols": ["C", "S", "O", "O", "B", "O", "B", "C", "F", "F", "F", "O", "B", "P", "O", "O", "O", "O", "H", "H", "H", "H", "H", "O", "C", "O", "C", "C", "C", "H", "H", "H", "H", "H", "H", "H", "H", "O", "C", "O", "C", "C", "C", "H", "H", "H", "H", "H", "H", "H", "H", "O", "C", "O", "C", "C", "C", "H", "H", "H", "H", "H", "H", "H", "H"],
  "positions_angstrom": [[-3.3230, 3.5328, 0.8339], [-3.1478, 1.8427, 1.3664], [-4.3349, 1.3464, 1.9877], [-2.8899, 1.0581, 0.1711], [-1.6333, 1.5284, 2.4557], [-1.7026, 1.3692, 3.8114], [-1.0088, 0.2290, 4.1697], [-1.5980, -0.9076, 5.1447], [-2.1000, -1.8927, 4.4107], [-2.5180, -0.5017, 5.9812], [-0.5755, -1.4457, 5.8121], [0.2344, 0.0292, 3.6080], [-0.0011, 0.1409, 2.2477], [0.1220, -1.3394, 1.0279], [-0.7402, -2.3574, 1.6150], [-0.4247, -0.9671, -0.4112], [1.6341, -1.8535, 0.9261], [-0.4093, 1.3897, 1.8315], [-3.8700, 4.0689, 1.6046], [-3.9141, 3.5057, -0.0758], [-2.3527, 3.9720, 0.6187], [-1.3911, -1.0679, -0.3385], [1.9421, -1.9247, 1.8440], [-7.8336, -4.0454, 2.4943], [-6.6826, -4.2804, 2.7398], [-5.7268, -3.4440, 2.2987], [-4.3503, -3.5366, 2.6843], [-3.5967, -4.5262, 1.8217], [-6.2803, -5.5456, 3.4659], [-4.2589, -3.7567, 3.7490], [-3.9338, -2.5420, 2.5366], [-3.9961, -5.5364, 1.9254], [-2.5404, -4.5395, 2.0897], [-3.6877, -4.2548, 0.7697], [-6.2345, -6.3645, 2.7494], [-7.0411, -5.7662, 4.2112], [-5.3326, -5.4736, 3.9941], [-0.3144, 3.3789, -0.1935], [0.0453, 2.8403, -1.2109], [1.3555, 2.7666, -1.4771], [1.9044, 1.9979, -2.5570], [1.8943, 2.7689, -3.8581], [-0.9491, 2.3247, -2.2208], [1.3997, 1.0340, -2.6388], [2.9338, 1.7858, -2.2709], [0.8795, 3.0184, -4.1711], [2.3695, 2.1900, -4.6490], [2.4325, 3.7093, -3.7455], [-1.2773, 3.1540, -2.8474], [-1.8031, 1.9211, -1.6803], [-0.5678, 1.5246, -2.8498], [5.1173, 3.3163, -4.7786], [5.9667, 2.5540, -4.4107], [5.7156, 1.2295, -4.4319], [6.7068, 0.2280, -4.1856], [6.8780, -0.0363, -2.7040], [7.2775, 3.0512, -3.8452], [7.6477, 0.4856, -4.6738], [6.3399, -0.6727, -4.6752], [7.2270, 0.8505, -2.1742], [7.5935, -0.8420, -2.5382], [5.9236, -0.3182, -2.2582], [7.1351, 3.3074, -2.7962], [7.5673, 3.9441, -4.3937], [8.0990, 2.3445, -3.9367]],
  "forces_ev_per_angstrom": [[0.06, 0.09, 0.71], [-1.07, -0.88, -2.07], [-0.71, 0.68, 1.75], [1.39, 0.03, -0.52], [1.01, 2.11, 0.06], [-1.13, -1.03, -0.28], [0.55, 0.59, 1.06], [1.13, 0.58, -0.90], [-0.71, -0.68, -0.69], [-0.83, 0.35, 0.99], [0.51, -0.24, 0.94], [-0.83, -1.34, -0.32], [2.26, 1.06, -0.49], [-0.17, -0.74, 0.34], [-1.03, -0.68, 0.98], [0.91, 0.39, -0.12], [-0.09, 0.83, -0.52], [-1.63, -0.86, -0.43], [0.06, 0.12, 0.08], [-0.10, -0.29, -0.10], [0.14, -0.10, 0.04], [0.05, 0.15, -0.29], [0.20, -0.21, -0.21], [0.02, 0.13, -0.05], [0.06, -0.34, -0.02], [-0.14, 0.35, 0.01], [0.23, -0.17, -0.09], [-0.07, -0.20, -0.03], [0.11, 0.18, 0.46], [-0.05, -0.06, -0.01], [-0.18, 0.06, -0.03], [0.03, 0.00, 0.08], [0.01, 0.08, -0.02], [0.05, 0.09, 0.03], [0.00, 0.01, -0.01], [-0.14, -0.05, -0.17], [0.08, -0.05, -0.16], [0.16, 0.12, 0.00], [-0.29, 0.05, -0.33], [0.24, -0.06, 0.42], [0.02, -0.05, -0.36], [-0.20, 0.18, -0.02], [-0.05, -0.45, 0.09], [-0.09, 0.04, 0.03], [-0.03, 0.09, 0.16], [-0.03, -0.12, 0.00], [0.07, 0.03, 0.03], [0.12, -0.08, -0.01], [0.05, 0.01, -0.01], [-0.02, 0.17, 0.07], [0.08, 0.13, -0.11], [-0.14, -0.12, -0.06], [0.23, 0.18, 0.30], [-0.27, -0.09, -0.27], [0.16, -0.10, 0.21], [-0.05, 0.14, 0.11], [0.31, -0.12, -0.38], [0.00, 0.08, 0.04], [-0.13, 0.10, -0.07], [0.09, -0.02, -0.04], [-0.01, 0.00, -0.02], [0.00, -0.08, -0.06], [-0.01, 0.00, 0.00], [-0.17, 0.10, 0.10], [-0.06, -0.07, 0.16]]
}

=====

Record 3
{
  "formula": "C5H6O",
  "method": "wB97M-V/def2-TZVPD",
  "homo_ev": -9.81,
  "lumo_energy_ev": 0.97,
  "e_above_lowest_kcal_mol": 64.2,
  "smiles": "C#CCCC=O",
  "homo_lumo_gap_ha": 0.396,
  "multiplicity": 1,
  "symbols": ["C", "C", "C", "C", "C", "O", "H", "H", "H", "H", "H", "H"],
  "positions_angstrom": [[-1.0002, -1.2920, -1.1804], [0.0682, -1.2861, -0.6137], [1.0614, -0.5687, 0.1910], [0.1211, 0.3379, 1.0082], [-0.4196, 1.2108, -0.1358], [0.3498, 1.6553, -0.9588], [-1.9895, -1.3651, -1.5592], [1.4784, 0.2146, -0.4994], [1.8334, -1.1491, 0.7078], [-0.6703, -0.1884, 1.5582], [0.6586, 0.9886, 1.7046], [-1.4914, 1.4422, -0.2224]],
  "forces_ev_per_angstrom": [[0.44, -0.77, 0.31], [-0.67, 0.12, -0.50], [0.22, 0.39, -0.27], [0.07, 0.30, 0.08], [0.32, 0.72, -0.05], [-0.80, 0.47, 0.31], [0.03, -0.14, -0.28], [0.57, -1.30, 0.59], [-0.40, 0.15, -0.09], [0.25, 0.11, -0.29], [0.05, -0.01, -0.04], [-0.07, -0.05, 0.22]]
}

=====

Asked for max |F| across the records above, the calculation gives 0.56 2.54 1.53 eV Å⁻¹ in order.